# 1
The following is a DFT calculation (the ωB97M-V functional and the def2-TZVPD basis) of C39H61FInN14O5S as an isolated structure at a distorted geometry.

As for the LUMO energy: 1.1742 eV. The net charge is -1. The total energy comes out at -3352.8979 Eh.

Last column: Löwdin charge in e.
Geometry (Å):
C -1.580 -0.705 -4.866  -0.212
C -0.074 -0.775 -4.144  -0.531
S -0.303 -0.068 -2.419  0.672
C 1.272 0.689 -1.747  -0.592
In 1.688 -0.362 0.247  0.739
C 3.351 0.778 1.336  -0.287
C 3.161 2.400 0.995  -0.269
C 3.941 2.738 -0.445  -0.106
C 2.987 3.826 -1.234  -0.278
O 2.485 4.912 -0.606  -0.068
O 2.580 3.656 -2.664  -0.053
C -0.283 -0.214 1.441  -0.160
C -0.863 1.311 1.131  -0.286
O -0.433 2.327 1.908  -0.084
F -1.803 1.657 0.038  -0.076
N 2.142 -2.413 -0.132  -0.072
C 0.922 -3.269 -0.364  -0.364
C -0.008 -3.619 0.974  -0.076
O 0.518 -3.812 -1.513  -0.104
C 3.226 -2.612 -1.162  -0.330
C 3.112 -2.398 -2.782  -0.051
O 4.453 -2.960 -0.687  -0.107
H -1.779 0.445 -5.041  0.009
H -1.653 -1.358 -5.835  0.045
H -2.333 -1.042 -4.014  0.028
H 0.318 -1.895 -4.141  0.069
H 0.635 -0.042 -4.726  0.073
H 1.014 1.811 -1.455  0.008
H 2.192 0.662 -2.469  0.011
H 3.212 0.629 2.511  0.042
H 4.432 0.454 1.024  0.039
H 2.019 2.578 0.812  0.078
H 3.602 3.064 1.876  0.116
H 4.003 1.782 -1.131  0.117
H 5.002 3.172 -0.147  0.132
H 1.782 4.267 -2.767  0.131
H -1.107 -0.952 1.005  0.041
H -0.115 -0.409 2.600  0.053
H -0.110 -4.774 1.149  0.042
H -1.083 -3.188 0.733  0.063
H 0.431 -3.031 1.900  0.028
H 2.771 -1.334 -3.127  0.060
H 4.149 -2.615 -3.331  0.086
H 2.341 -3.167 -3.267  0.060
C -5.053 1.632 1.257  -0.089
C -6.318 1.539 0.419  -0.213
N -7.367 1.462 -0.276  0.068
H -4.841 0.664 1.720  0.021
H -4.208 1.918 0.626  0.070
H -5.181 2.382 2.043  0.053
C 5.733 -5.922 -3.535  -0.098
C 4.314 -5.581 -3.962  -0.190
N 3.138 -5.298 -4.317  0.099
H 5.972 -6.949 -3.821  0.063
H 6.441 -5.243 -4.018  0.033
H 5.829 -5.823 -2.450  0.081
C -5.440 2.295 5.762  -0.076
C -4.929 1.209 4.829  -0.173
N -4.505 0.308 4.055  0.106
H -6.336 2.758 5.339  0.077
H -5.689 1.864 6.736  0.073
H -4.673 3.062 5.897  0.027
C -5.631 5.447 1.261  -0.079
C -6.080 6.593 2.153  -0.213
N -6.452 7.544 2.894  0.064
H -5.638 5.765 0.215  0.079
H -4.618 5.138 1.532  0.074
H -6.307 4.596 1.379  0.062
C -1.410 -1.411 5.836  -0.071
C -0.974 -2.209 4.618  -0.152
N -0.613 -2.872 3.608  0.126
H -1.778 -2.087 6.613  0.072
H -0.563 -0.842 6.231  0.076
H -2.208 -0.716 5.561  0.051
C 9.560 -7.565 -5.574  -0.079
C 9.111 -6.419 -4.682  -0.183
N 8.739 -5.468 -3.941  0.110
H 9.553 -7.247 -6.621  0.076
H 10.573 -7.874 -5.303  0.074
H 8.883 -8.416 -5.456  0.074
C -3.957 3.031 -6.040  -0.078
C -2.534 2.510 -6.150  -0.189
N -1.353 2.077 -6.241  0.117
H -4.644 2.352 -6.553  0.073
H -4.248 3.104 -4.988  0.076
H -4.027 4.022 -6.498  0.069
C 5.615 4.926 -3.670  -0.077
C 6.622 3.830 -3.358  -0.212
N 7.457 2.922 -3.099  0.077
H 4.598 4.538 -3.566  0.048
H 5.749 5.763 -2.979  0.078
H 5.758 5.283 -4.693  0.072
C -3.529 6.526 6.610  -0.071
C -3.373 5.500 5.500  -0.186
N -3.243 4.649 4.579  0.111
H -2.596 7.082 6.738  0.078
H -4.330 7.228 6.360  0.076
H -3.776 6.024 7.550  0.044
C -4.151 -2.227 0.479  -0.065
C -3.333 -2.132 -0.799  -0.180
N -2.655 -2.054 -1.859  0.125
H -4.949 -2.964 0.357  0.075
H -3.509 -2.532 1.310  0.068
H -4.595 -1.255 0.710  0.044
C 1.911 -7.420 2.643  -0.076
C 0.500 -6.855 2.657  -0.198
N -0.671 -6.386 2.668  0.098
H 2.614 -6.659 2.294  0.080
H 2.197 -7.733 3.651  0.070
H 1.960 -8.284 1.975  0.073
C -3.759 5.449 11.281  -0.081
C -3.603 4.423 10.171  -0.208
N -3.473 3.572 9.250  0.094
H -2.826 6.005 11.409  0.076
H -4.560 6.151 11.031  0.075
H -4.006 4.947 12.221  0.076
C 0.236 -3.817 -7.069  -0.075
C 0.260 -2.328 -7.371  -0.219
N 0.279 -1.093 -7.623  0.105
H -0.084 -4.373 -7.954  0.068
H 1.236 -4.155 -6.779  0.066
H -0.459 -4.020 -6.249  0.078

Cartesian forces (eV/Å) of the 3 atoms listed first:
0.29 0.60 1.81
-0.24 0.09 -1.41
0.57 -0.18 -0.60

---

# 2
The following is a DFT calculation (the ωB97M-V functional and the def2-TZVPD basis) of an isolated molecule of CNPS at a distorted geometry.

As for the LUMO energy: -2.2947 eV. Its energy relative to the best compared isomer or geometry (same formula, charge and spin) is 0.0 kcal/mol. The total energy comes out at -832.3675 Eh.

Last column: Löwdin charge in e.
Geometry (Å):
C 0.045 0.157 0.181  -0.677
N 1.158 0.377 0.321  0.081
P -1.658 -0.308 -0.028  0.395
S -1.285 -1.243 -1.626  0.200

Cartesian forces (eV/Å) of the 3 atoms listed first:
-0.60 0.34 0.79
1.17 0.32 0.16
0.10 0.21 0.21